[1]
C3H4O4Tl | ωB97M-V/def2-TZVPD

XYZ file:
```
12
Properties=species:S:1:pos:R:3
H -0.82633 1.03543 0.91508
H -0.81133 -1.45065 -0.48999
C -1.03510 -0.37183 -0.41876
C -0.01359 0.51692 0.17411
O 1.03223 -0.23472 0.73308
C 2.25713 0.27024 0.61949
O 2.53658 1.44066 0.66730
O 3.09935 -0.72804 0.41904
Tl -4.76424 -0.50430 -0.37163
O -2.17229 -0.01161 -0.05597
H 0.33400 1.25419 -0.56297
H 4.00474 -0.42452 0.56562
```

net charge: +1
LUMO level: -4.925 eV
electronic energy: -589.8820 hartree
multiplicity: 1
HOMO-LUMO gap: 0.328 Eh
HOMO: -0.509 Eh



[2]
C3H4O6S2 | ωB97M-V/def2-TZVPD

XYZ file:
```
15
Properties=species:S:1:pos:R:3
C -0.95511 -0.44173 0.78260
C -1.04548 0.62697 -0.31137
C 0.20532 0.39208 0.38534
O 0.95167 1.16534 2.87612
O 2.28923 -1.64680 -2.86847
O 1.62486 2.58574 0.98568
O -0.63547 2.57843 1.69795
O 1.17927 -3.10709 -1.18527
O -0.29153 -1.82015 -2.78927
S 0.60223 1.73026 1.57476
S 1.01188 -1.90633 -2.04304
H -1.15574 -0.28319 1.79886
H -0.87627 -1.48641 0.56528
H -1.37604 0.11487 -1.37300
H -1.52882 1.49800 -0.09618
```

net charge: -2
LUMO level (spin up / spin down): 6.083 / 5.487 eV
electronic energy: -1364.4225 hartree
multiplicity: 3
HOMO-LUMO gap (spin up / spin down): 0.266 / 0.282 Eh
HOMO (spin up / spin down): -0.042 / -0.080 Eh



[3]
C3H4OS | ωB97M-V/def2-TZVPD

XYZ file:
```
9
Properties=species:S:1:pos:R:3
C -1.04803 -0.62090 0.33137
C 0.11215 -0.52424 -0.45933
C 0.81520 0.77361 -0.05548
H -1.08756 -0.64272 1.54442
H -0.08774 -0.84391 -1.46824
H 0.81264 1.13361 0.99118
H 0.93328 1.60099 -0.68641
O -2.30410 -0.25692 -0.19438
S 1.85417 -0.61951 -0.00313
```

LUMO level: 0.049 eV
electronic energy: -590.0213 hartree
multiplicity: 1
HOMO-LUMO gap: 0.355 Eh
HOMO: -0.353 Eh
SMILES: O=C[C@H]1CS1